# 1
# C23H48Cl3F6GeN11O4ReS2

C23H48Cl3F6GeN11O4ReS2 as an isolated structure (wB97M-V/def2-TZVPD, the Open Molecules 2025 dataset).

Last column: Löwdin charge in e.
Positions of all 99 atoms, in Å:
1 Re 0.0324 0.2712 0.8213  1.466
2 C -1.7353 -0.1315 -5.6623  -0.037
3 N -0.8096 0.9759 -5.4476  -0.141
4 C -0.5548 1.7891 -6.6261  -0.034
5 C 0.1514 0.8447 -4.4398  -0.467
6 N -0.1423 0.7596 -3.2064  0.116
7 C -1.5423 0.9769 -2.9115  -0.226
8 C -1.9241 1.3103 -1.4713  -0.148
9 N -1.8943 0.3034 -0.3432  -0.229
10 C -2.2007 -1.0925 -0.7694  -0.135
11 C -0.9225 -1.8965 -0.7771  -0.165
12 N -0.3323 -1.8109 0.5808  -0.048
13 C 0.0340 -2.9592 1.1622  -0.338
14 N -0.3974 -4.1635 0.6071  -0.237
15 C -1.6141 -4.7863 1.1024  -0.035
16 C 0.4746 -4.9577 -0.2391  -0.037
17 N 0.7411 -3.0628 2.2854  -0.079
18 C 0.9621 -4.3805 2.8976  0.018
19 C 1.3840 -1.9724 3.0045  -0.037
20 C -2.9616 0.7630 0.5909  -0.158
21 C -2.7030 0.1623 1.9565  -0.168
22 N -1.3047 0.5154 2.2429  -0.148
23 C -1.0547 0.9563 3.5431  -0.338
24 N -1.3082 0.1264 4.5443  -0.078
25 C -1.4940 -1.3090 4.3404  -0.017
26 C -1.5196 0.5559 5.9270  0.004
27 N -0.6529 2.2072 3.7648  -0.103
28 C 0.2845 2.5901 4.8213  -0.006
29 C -1.1030 3.2889 2.8842  -0.013
30 N 1.4867 0.7316 -4.8922  -0.136
31 C 1.8511 -0.5559 -5.4480  -0.023
32 C 2.2175 1.8872 -5.3626  -0.087
33 H -1.4938 -0.6472 -6.5969  0.108
34 H -2.7612 0.2373 -5.7419  0.107
35 H -1.6761 -0.8525 -4.8498  0.086
36 H -1.5036 1.9451 -7.1378  0.108
37 H 0.1259 1.3089 -7.3395  0.100
38 H -0.1597 2.7605 -6.3430  0.077
39 H -2.1490 0.1437 -3.2715  0.091
40 H -1.8703 1.8472 -3.4914  0.123
41 H -2.9695 1.6256 -1.5487  0.134
42 H -1.3484 2.1752 -1.1482  0.049
43 H -2.6972 -1.1141 -1.7375  0.131
44 H -2.8782 -1.5399 -0.0438  0.123
45 H -0.2100 -1.4548 -1.4776  0.104
46 H -1.1302 -2.9232 -1.0561  0.122
47 H -2.1121 -4.1208 1.8083  0.092
48 H -1.4041 -5.7380 1.5999  0.098
49 H -2.3041 -4.9905 0.2776  0.098
50 H 1.3559 -4.3782 -0.5140  0.103
51 H -0.0512 -5.2448 -1.1547  0.099
52 H 0.7951 -5.8824 0.2517  0.092
53 H 1.2884 -5.1149 2.1679  0.090
54 H 0.0569 -4.7434 3.3849  0.104
55 H 1.7416 -4.2883 3.6484  0.106
56 H 1.1288 -1.0094 2.5811  0.022
57 H 2.4651 -2.0987 2.9663  0.099
58 H 1.0858 -2.0013 4.0529  0.095
59 H -3.9465 0.4902 0.2066  0.149
60 H -2.8986 1.8484 0.6743  0.123
61 H -2.8310 -0.9224 1.9335  0.106
62 H -3.3801 0.5846 2.6993  0.145
63 H -1.1416 -1.6080 3.3580  0.059
64 H -2.5475 -1.5708 4.4549  0.116
65 H -0.9373 -1.8455 5.1089  0.110
66 H -1.7928 1.6061 5.9733  0.104
67 H -0.6419 0.3740 6.5483  0.110
68 H -2.3382 -0.0325 6.3392  0.112
69 H -0.1497 3.3386 5.4834  0.114
70 H 1.1751 3.0196 4.3603  0.092
71 H 0.5990 1.7304 5.4023  0.092
72 H -2.1928 3.3276 2.8588  0.109
73 H -0.7356 3.1979 1.8699  0.026
74 H -0.7505 4.2325 3.2906  0.107
75 H 1.3720 -0.7515 -6.4177  0.100
76 H 1.5726 -1.3518 -4.7553  0.097
77 H 2.9286 -0.5787 -5.5933  0.103
78 H 2.1634 1.9967 -6.4538  0.102
79 H 3.2689 1.7635 -5.1033  0.104
80 H 1.8393 2.7911 -4.8929  -0.028
81 F 4.1040 -0.4074 1.9985  0.151
82 C 4.2706 -0.9298 0.7893  -0.670
83 F 3.8568 -2.1924 0.8033  0.162
84 F 5.5274 -0.8595 0.4396  0.213
85 S 3.2290 -0.0221 -0.4696  0.676
86 O 1.8566 -0.5041 -0.2847  -0.411
87 O 3.8392 -0.2881 -1.7112  -0.181
88 N 3.2772 1.5098 -0.0279  -0.244
89 S 2.1206 1.9212 0.9109  0.617
90 O 0.8326 2.2377 0.2418  -0.485
91 O 1.8687 1.0449 2.0421  -0.343
92 C 2.7595 3.5678 1.5122  -0.685
93 F 1.7125 4.3374 1.8013  0.139
94 F 3.4487 4.1285 0.5332  0.150
95 F 3.4999 3.3961 2.5759  0.216
96 Cl 0.4888 3.7269 -3.4908  0.398
97 Ge 0.9285 4.5466 -1.5180  0.093
98 Cl -0.9953 4.9006 -0.5678  0.255
99 Cl 1.9665 6.4082 -1.6900  0.298

Properties
HOMO-LUMO gap (alpha / beta): 2.823 / 2.828 eV
highest occupied orbital energy (alpha / beta): -14.7687 / -14.7727 eV
total charge: +3



# 2
# C21H57N3O10PSn3

C21H57N3O10PSn3 as an isolated structure (wB97M-V/def2-TZVPD, the Open Molecules 2025 dataset).

Last column: Löwdin charge in e.
Positions of all 95 atoms, in Å:
1 Sn 4.3623 1.3794 1.3671  1.559
2 Sn 3.5134 -0.9400 -2.4288  1.558
3 Sn 3.2838 -3.2582 1.8126  1.572
4 P 1.5484 -0.4015 0.5111  0.087
5 O 0.0462 -0.3179 0.7240  -0.271
6 O 2.3483 -0.4504 1.8633  -0.576
7 O 2.2869 0.6937 -0.3968  -0.630
8 O 1.9378 -1.7914 -0.1947  -0.630
9 C -4.2966 -1.8342 1.3660  -0.017
10 C -2.8539 -1.5316 1.8511  -0.445
11 C -2.4390 -2.3512 3.0455  -0.050
12 O -1.9144 -1.9557 0.8436  -0.139
13 H -4.3806 -1.2745 0.4341  0.059
14 H -5.0111 -1.3755 2.0473  0.093
15 H -4.4425 -2.8933 1.1671  0.088
16 H -2.7497 -0.4445 1.9117  0.132
17 H -2.9125 -3.3328 2.9539  0.090
18 H -2.7937 -1.9415 3.9938  0.092
19 H -1.3838 -2.6192 3.0732  0.044
20 H -1.1137 -1.3938 0.9177  0.003
21 C -2.8993 0.6792 -1.3631  -0.042
22 C -1.9845 -0.2466 -2.2137  -0.444
23 C -2.4169 -0.1295 -3.6817  -0.031
24 O -0.6355 0.1314 -1.9119  -0.099
25 H -2.5475 0.7910 -0.3363  0.063
26 H -3.9239 0.3154 -1.2782  0.080
27 H -2.9674 1.6571 -1.8435  0.081
28 H -2.2112 -1.2598 -1.8757  0.123
29 H -1.9547 -0.9403 -4.2542  0.079
30 H -1.9319 0.6908 -4.2144  0.049
31 H -3.4968 -0.1565 -3.7878  0.097
32 H -0.5307 -0.1141 -0.9759  0.016
33 C 0.6232 -0.0303 4.6612  -0.061
34 C 1.4553 -1.1442 5.1951  -0.406
35 C 0.6455 -2.4270 5.3575  -0.028
36 O 2.4724 -1.4111 4.1533  -0.203
37 H 0.2969 -0.1694 3.6285  0.072
38 H 1.2611 0.8553 4.7506  0.088
39 H -0.2810 0.2087 5.2215  0.105
40 H 2.0853 -0.7225 5.9773  0.149
41 H 0.3517 -2.8204 4.3857  0.058
42 H -0.2649 -2.1767 5.9029  0.094
43 H 1.1726 -3.1839 5.9378  0.088
44 H 2.3198 -0.8238 3.3853  -0.047
45 C -0.3854 3.7423 2.3398  -0.014
46 C 0.6365 3.9122 1.2491  -0.392
47 C 1.3825 5.2338 0.9703  -0.170
48 O 0.4915 6.3319 0.7785  -0.184
49 C -0.6422 6.1747 -0.0849  -0.070
50 N 1.7010 2.8663 1.3134  0.041
51 H -0.9978 4.6418 2.4024  0.094
52 H 0.1628 3.8257 3.2846  0.099
53 H -0.9139 2.7974 2.2393  0.091
54 H 0.1327 3.7240 0.2927  0.131
55 H 1.9281 5.2411 0.0197  0.117
56 H 2.0471 5.5668 1.7673  0.132
57 H -0.3817 5.6648 -1.0167  0.083
58 H -0.9875 7.1485 -0.4284  0.102
59 H -1.4455 5.7098 0.4865  0.085
60 H 1.6440 2.4104 0.4100  0.012
61 H 1.3015 2.1085 1.8701  0.044
62 C -0.7947 -4.5410 -1.1448  -0.009
63 C 0.2679 -4.9840 -0.1111  -0.368
64 C 1.6202 -5.3647 -0.7531  -0.263
65 O 1.5097 -6.2674 -1.8083  -0.152
66 C 1.3342 -7.6037 -1.3368  -0.062
67 N 0.3226 -3.8478 0.8470  0.084
68 H -0.4521 -3.6008 -1.5797  0.086
69 H -1.7497 -4.3769 -0.6468  0.090
70 H -0.9501 -5.3502 -1.8580  0.096
71 H -0.1266 -5.8275 0.4577  0.139
72 H 2.4860 -5.5685 -0.1029  0.093
73 H 1.9314 -4.4157 -1.2215  0.102
74 H 2.2469 -8.1956 -1.4106  0.099
75 H 0.6538 -8.0942 -2.0365  0.103
76 H 0.8208 -7.6817 -0.3790  0.092
77 H -0.6145 -3.4296 0.8964  0.061
78 H 0.8403 -3.1173 0.3704  -0.045
79 C 3.1167 3.5697 -2.9986  -0.053
80 C 1.6674 3.1973 -3.0883  -0.386
81 C 0.9534 3.7091 -4.3603  -0.204
82 O -0.3182 4.2056 -4.0643  -0.167
83 C -1.3765 3.6546 -4.9019  -0.046
84 N 1.5801 1.7480 -2.9491  0.073
85 H 3.6258 3.5829 -3.9648  0.095
86 H 3.6648 2.7839 -2.4621  0.046
87 H 3.3230 4.5044 -2.4780  0.090
88 H 1.1512 3.5646 -2.1925  0.140
89 H 1.0059 3.0385 -5.2252  0.138
90 H 1.6158 4.4684 -4.7958  0.129
91 H -1.5565 2.5781 -4.8792  0.058
92 H -1.1465 4.0145 -5.9023  0.099
93 H -2.3215 4.0230 -4.5064  0.097
94 H 1.7373 1.4728 -1.9851  -0.033
95 H 0.5845 1.5126 -3.0057  0.076

Properties
energy relative to the best compared isomer or geometry (same formula, charge and spin): 2.627 eV
HOMO-LUMO gap: 3.520 eV
highest occupied orbital energy: -15.7412 eV
total charge: +3



# 3
# C6H5NO3S

One molecule with the formula C6H5NO3S (wB97M-V/def2-TZVPD, the Open Molecules 2025 dataset).

Last column: natural (NBO) charge in e.
Positions of all 16 atoms, in Å:
1 O -0.7134 2.4815 1.5031  -0.464
2 C -0.4323 1.3523 1.2735  0.454
3 C -1.4071 0.3710 0.7336  -0.323
4 C -1.3564 -0.7164 -0.0177  -0.086
5 C -0.2144 -1.1929 -0.9241  -0.553
6 C 0.8139 -0.2006 -1.2940  0.117
7 S 1.0182 0.1816 -2.9814  0.076
8 N 1.5199 0.5054 -0.4624  -0.163
9 O 1.4953 -0.0483 0.8788  -0.444
10 C 0.8059 0.6179 1.9283  0.725
11 O 1.0005 0.5070 3.0877  -0.490
12 H -2.2898 0.5525 1.2879  0.239
13 H -2.1270 -1.4537 -0.0183  0.215
14 H 0.3647 -1.7991 -0.2854  0.280
15 H -0.8212 -1.5906 -1.8140  0.254
16 H 2.3435 0.4323 -2.8957  0.164

Properties
energy relative to the best compared isomer or geometry (same formula, charge and spin): 2.364 eV
HOMO-LUMO gap: 9.437 eV
highest occupied orbital energy: -9.6478 eV
total charge: 0



# 4
# C5H41N2O14

A 14-piece molecular cluster, C5H41N2O14 overall (wB97M-V/def2-TZVPD, the Open Molecules 2025 dataset).

Last column: natural (NBO) charge in e.
Positions of all 62 atoms, in Å:
1 N 0.4009 0.5782 -1.4768  -0.750
2 C -0.2548 0.0557 -0.2140  -0.091
3 C -1.0708 -1.2123 -0.5033  -0.113
4 O -0.2615 -2.3876 -0.7485  -0.725
5 C -0.9957 1.2147 0.4614  -0.233
6 N -1.2802 1.0306 1.8772  -0.499
7 C -1.2845 2.2561 2.7040  -0.417
8 C -2.4818 0.2109 2.1331  -0.448
9 H -0.1461 0.4604 -2.3652  0.447
10 H 0.7820 1.5448 -1.5322  0.478
11 H 1.2912 0.0943 -1.6769  0.476
12 H 0.5368 -0.2928 0.5296  0.229
13 H -1.7923 -1.3304 0.3172  0.241
14 H -1.5387 -1.1249 -1.5585  0.198
15 H -0.4074 -2.8853 0.0644  0.479
16 H -1.9228 1.5193 -0.0772  0.176
17 H -0.4073 2.1558 0.4347  0.246
18 H -2.1956 2.9444 2.7077  0.186
19 H -1.2509 1.8529 3.6883  0.212
20 H -0.3926 2.9041 2.5674  0.211
21 H -3.0932 0.0831 1.2486  0.212
22 H -2.2558 -0.7654 2.5623  0.223
23 H -3.1046 0.6698 2.9681  0.213
24 H 1.7152 -1.8838 -3.1542  0.477
25 H 1.8102 -1.7923 -4.6826  0.483
26 O 2.0007 -1.3050 -3.8687  -0.959
27 H -2.5883 -0.8628 -4.7383  0.486
28 H -1.1161 -0.4044 -5.1041  0.483
29 O -1.6896 -0.7697 -4.4241  -0.966
30 H 1.0722 3.4690 -3.8590  0.489
31 H -0.3866 3.2358 -3.2250  0.503
32 O 0.5366 2.8729 -3.2979  -1.004
33 H 1.3746 -1.9171 1.7707  0.512
34 H 2.9427 -2.5691 1.6030  0.491
35 O 2.0306 -2.5202 1.3334  -1.025
36 H 1.7153 -1.6870 -0.2353  0.537
37 H 2.9414 -1.5473 -1.2850  0.498
38 O 2.2257 -1.0596 -0.8178  -1.033
39 H -1.7146 4.4432 -1.9347  0.500
40 H -2.4150 3.0773 -2.0723  0.488
41 O -1.5553 3.4543 -1.8392  -0.963
42 H -0.0396 -0.2765 2.5486  0.516
43 H 1.4301 -0.5860 3.0960  0.479
44 O 0.5816 -1.0056 2.9188  -0.974
45 H -0.3263 4.6577 0.7132  0.461
46 H 0.5511 4.1665 -0.2984  0.464
47 O 0.4754 4.9566 0.2618  -0.921
48 H -4.4954 -3.0129 0.7291  0.484
49 H -3.0316 -2.9411 1.4586  0.507
50 O -3.7415 -2.4799 0.9856  -1.009
51 H -0.7613 -3.6225 2.2236  0.500
52 H -1.7283 -3.5240 3.4285  0.496
53 O -1.6310 -3.2748 2.4989  -0.995
54 H 1.6190 -4.2306 2.9507  0.501
55 H 0.7012 -5.0293 1.9431  0.487
56 O 0.7416 -4.3076 2.5834  -0.959
57 H 2.2585 2.8277 0.6126  0.516
58 H 2.2812 1.2699 0.3046  0.495
59 O 1.7329 2.0424 0.4420  -0.998
60 H 3.8742 1.8808 -0.9188  0.463
61 H 5.1309 2.0657 -0.2759  0.481
62 O 4.1923 2.2246 -0.0738  -0.942

Properties
energy relative to the best compared isomer or geometry (same formula, charge and spin): 4.818 eV
HOMO-LUMO gap: 9.241 eV
highest occupied orbital energy: -11.6025 eV
total charge: +1